[1]
C35H36FIN4PtTe as an isolated structure at a distorted geometry. Source: the Open Molecules 2025 dataset; level of theory: the ωB97M-V functional and the def2-TZVPD basis.

```
79
Properties=species:S:1:pos:R:3:forces:R:3
Pt 1.44749 -1.31893 -0.28667 0.61 -0.20 2.01
C -3.27609 0.53723 2.22262 -0.01 0.01 0.05
C -4.09504 1.27988 1.20244 -0.01 0.02 0.03
C -5.48300 1.30366 1.32664 0.00 0.00 0.02
C -6.28994 2.00085 0.44414 0.02 0.01 -0.03
C -5.70966 2.70463 -0.60216 -0.01 -0.01 0.02
C -4.33647 2.67622 -0.76256 -0.01 -0.01 -0.02
C -3.52608 1.96785 0.12301 0.02 0.01 -0.05
N -2.12752 2.00220 -0.09245 0.08 0.04 0.16
C -1.25077 0.92420 -0.06045 -0.16 -0.18 -0.23
N -1.88887 -0.25237 -0.34715 0.14 0.01 -0.25
C -1.58567 -1.64873 -0.34796 -0.10 0.15 0.36
C -0.30912 -2.22155 -0.23986 -0.51 0.14 -0.45
C -0.24912 -3.62177 -0.18499 0.02 0.00 0.08
C -1.37289 -4.42315 -0.25152 0.03 -0.02 0.03
C -2.61426 -3.83226 -0.40515 -0.06 0.02 -0.01
C -2.74191 -2.45376 -0.45068 0.10 -0.05 0.08
C -4.11729 -1.85791 -0.61391 -0.05 0.01 -0.01
N 0.00999 1.05514 0.11977 0.16 0.12 -0.06
C 0.57273 2.28240 0.49784 -0.14 -0.09 0.13
C 0.18714 2.91863 1.68729 0.06 -0.09 0.07
C 0.77463 4.09972 2.10427 0.06 0.03 -0.04
C 1.78261 4.67336 1.33905 -0.06 -0.04 0.06
C 2.19137 4.03217 0.18201 0.05 -0.03 -0.03
C 1.61342 2.84217 -0.25875 -0.01 0.18 -0.08
C 2.09125 2.21936 -1.54023 -0.06 -0.04 -0.05
H -3.75414 0.60179 3.19994 0.00 -0.01 0.00
H -2.26830 0.93851 2.30865 0.02 0.04 0.01
H -3.16704 -0.52093 1.97219 0.00 0.01 0.00
H -5.93290 0.77396 2.15841 -0.01 -0.01 0.00
H -7.36346 2.00237 0.57631 -0.01 0.00 0.00
H -6.32280 3.26014 -1.29899 -0.01 0.01 0.00
H -3.86792 3.20035 -1.58631 0.00 -0.01 -0.02
H -1.69327 2.90434 -0.19483 0.00 0.01 0.06
H -2.85224 -0.08506 -0.58320 0.03 -0.02 -0.06
H 0.72571 -4.08863 -0.10200 0.00 -0.01 -0.06
H -1.27943 -5.50076 -0.20858 0.00 -0.01 0.00
H -3.50564 -4.44256 -0.48783 0.00 -0.01 0.00
H -4.85947 -2.64961 -0.69853 0.01 -0.01 0.00
H -4.20062 -1.24690 -1.51911 0.01 0.00 -0.02
H -4.40870 -1.22782 0.23090 0.00 -0.03 -0.03
H -0.57543 2.45467 2.30062 -0.08 0.00 -0.02
H 0.44812 4.56640 3.02488 0.00 0.01 0.01
H 2.24574 5.60278 1.64216 0.02 0.00 0.02
H 2.98770 4.46399 -0.41503 0.00 0.01 0.00
H 3.15398 2.41653 -1.68811 0.00 0.02 -0.03
H 1.55697 2.62708 -2.40221 -0.02 0.02 0.01
H 1.92528 1.14378 -1.55662 0.03 -0.01 0.06
I 4.44624 -3.64125 -0.41674 -0.08 -0.11 -0.06
C 4.73222 -1.59267 -0.21035 0.18 0.12 0.15
C 6.01995 -1.08430 -0.34783 -0.17 -0.03 0.05
C 6.22827 0.25040 -0.05114 0.06 0.09 0.00
C 5.17016 1.02264 0.40782 -0.05 -0.18 0.02
C 3.92466 0.43054 0.49371 0.07 0.04 -0.04
N 3.70025 -0.84825 0.15783 -0.48 0.36 -0.50
H 6.82363 -1.72931 -0.66890 0.02 0.01 0.01
H 7.21602 0.67922 -0.16051 0.01 -0.01 0.01
H 5.29371 2.05824 0.68912 0.01 0.03 -0.02
H 3.05761 0.98550 0.83316 0.01 -0.01 -0.05
C 1.77916 -0.07357 4.14226 0.24 0.10 -0.04
Te 0.84034 -1.12797 2.55587 -0.25 -0.32 -0.62
C 1.65567 -3.01768 3.11246 -0.04 -0.04 0.07
H 1.35667 -0.45057 5.06943 0.04 0.04 0.05
H 1.55011 0.98461 4.03557 -0.02 0.01 -0.01
H 2.85668 -0.21681 4.12323 0.02 0.01 0.02
H 2.47416 -2.83493 3.80514 0.03 -0.03 0.00
H 2.03207 -3.49223 2.21093 0.00 -0.01 -0.01
H 0.89955 -3.64098 3.57971 0.00 0.00 0.03
F 0.75121 -1.72174 -6.35147 0.00 0.01 0.01
C 0.90570 -1.66012 -5.00356 -0.02 0.00 -0.05
C 0.29417 -0.63963 -4.30617 -0.01 0.01 0.02
C 0.45444 -0.58549 -2.92780 0.11 -0.09 -0.04
C 1.23358 -1.52338 -2.23298 0.18 -0.03 -0.75
C 1.80684 -2.54979 -2.98698 -0.05 0.04 -0.06
C 1.65626 -2.62300 -4.36977 0.01 -0.03 0.06
H -0.30135 0.09166 -4.83733 -0.01 0.00 0.00
H -0.03233 0.21105 -2.38022 -0.03 0.02 0.01
H 2.37787 -3.32412 -2.49496 0.02 -0.01 0.01
H 2.10739 -3.41968 -4.94678 0.00 -0.01 0.00
```
Forces are in eV/Å.

**Lowest unoccupied orbital energy**: 0.05 eV
**E_HOMO**: -7.0 eV

Mulliken atomic charge list, values in e, 4 entries: 1.146, -0.629, 1.299, -0.663


[2]
C28H40F6NO2PW as an isolated structure at a distorted geometry. Source: the Open Molecules 2025 dataset; level of theory: the ωB97M-V functional and the def2-TZVPD basis.

```
79
Properties=species:S:1:pos:R:3:forces:R:3
W -2.62907 0.51240 0.47546 0.30 0.01 -1.07
C 3.54747 -3.12001 0.54757 -0.01 0.00 0.03
C 3.04001 -2.74149 1.96109 0.02 0.01 -0.04
C 3.83700 -1.50192 2.46410 0.00 -0.01 0.01
C 3.28230 -3.91080 2.91414 -0.01 0.00 0.00
C 1.60980 -2.32303 1.87745 -0.04 -0.01 0.04
C 1.25199 -1.28701 0.94974 0.04 0.03 -0.03
C -0.05064 -0.90827 0.86431 0.02 0.06 0.01
N -0.66850 0.08172 0.07559 -0.16 -0.06 0.05
C -0.07983 0.77026 -0.97945 0.06 -0.13 0.13
C 1.06857 0.49711 -1.68076 0.03 0.02 -0.05
C 1.44187 1.39004 -2.69321 -0.04 -0.02 0.07
C 0.61864 2.54997 -2.95426 0.03 0.02 -0.06
C -0.57771 2.83693 -2.31742 -0.02 -0.01 0.02
C -0.89951 1.89949 -1.34707 0.01 -0.08 0.04
O -2.04813 1.89630 -0.63060 -0.15 -0.01 0.21
C -1.45513 4.04024 -2.65435 0.00 0.00 0.02
C -2.80730 3.53976 -3.18762 -0.02 0.00 0.00
C -0.79329 4.90577 -3.72680 -0.01 0.01 -0.01
C -1.65220 4.88986 -1.38841 0.00 0.01 0.00
C 2.66552 1.19188 -3.52992 0.02 0.03 -0.06
C 2.22426 1.09435 -5.01456 0.02 0.00 0.06
C 3.58012 2.43251 -3.35832 -0.03 -0.04 0.00
C 3.44759 -0.06409 -3.15483 0.00 -0.01 0.02
C -0.99512 -1.48158 1.77120 -0.10 0.04 0.03
O -2.19230 -0.89502 1.65840 -0.04 0.10 -0.07
C -0.70649 -2.51320 2.71122 0.02 0.01 -0.04
C 0.60759 -2.90487 2.70899 0.02 -0.01 0.00
C -1.76697 -3.10211 3.62697 0.00 0.03 -0.01
C -2.31226 -1.98672 4.53890 -0.03 0.00 0.01
C -2.89585 -3.70792 2.77390 -0.01 -0.01 -0.01
C -1.17749 -4.20485 4.50727 0.00 0.00 0.00
H 4.59388 -3.40999 0.63643 0.00 0.00 0.00
H 3.49965 -2.29055 -0.15915 0.00 0.00 0.00
H 2.99310 -3.96616 0.14150 0.00 0.00 0.00
H 4.88441 -1.79684 2.52864 0.00 0.00 0.00
H 3.50706 -1.19223 3.45556 0.00 0.00 0.00
H 3.77097 -0.65140 1.78527 0.00 0.00 -0.01
H 4.34280 -4.15668 2.90358 0.00 -0.01 0.00
H 2.73826 -4.80660 2.61032 0.01 0.00 0.00
H 3.02163 -3.66358 3.94418 0.01 0.00 0.00
H 2.03081 -0.81654 0.37301 -0.02 -0.03 0.01
H 1.65765 -0.38804 -1.51021 -0.03 0.03 0.01
H 0.95894 3.22358 -3.72651 -0.01 0.00 0.01
H -2.68115 2.92063 -4.07708 0.01 0.00 0.00
H -3.41859 4.39766 -3.46657 0.00 0.00 0.00
H -3.36594 2.97163 -2.44259 0.01 0.00 0.00
H -0.66497 4.36944 -4.66928 0.00 0.00 0.00
H 0.17158 5.30027 -3.40124 0.00 0.00 0.00
H -1.43626 5.76051 -3.93130 0.00 0.00 0.00
H -2.17709 4.34929 -0.59996 0.00 -0.01 0.00
H -2.25332 5.76465 -1.63478 0.00 0.00 -0.01
H -0.69866 5.24522 -0.99455 0.00 0.00 -0.01
H 1.72003 1.99400 -5.36575 0.00 0.00 -0.01
H 1.57311 0.23589 -5.17986 0.00 0.00 0.00
H 3.12338 0.96552 -5.61682 -0.01 0.00 -0.02
H 3.10795 3.35725 -3.68782 0.01 0.00 0.00
H 4.46345 2.27759 -3.97741 0.01 0.02 0.00
H 3.90196 2.54968 -2.32319 0.00 0.00 0.00
H 2.85858 -0.97310 -3.29556 0.00 0.00 0.00
H 3.81543 -0.02189 -2.12624 0.00 0.00 0.00
H 4.32020 -0.14622 -3.80054 0.00 0.00 0.00
H 0.91406 -3.68782 3.38359 0.00 0.00 0.00
H -2.82073 -1.19914 3.98131 0.01 -0.01 0.01
H -1.51832 -1.53861 5.13773 0.01 0.00 0.00
H -3.03912 -2.42072 5.22526 0.00 -0.01 0.00
H -3.41218 -2.96751 2.16258 0.00 0.01 -0.01
H -3.63516 -4.15399 3.43859 0.00 0.00 0.00
H -2.51973 -4.49722 2.12150 0.00 0.00 0.01
H -0.39382 -3.83127 5.16873 0.01 0.00 0.00
H -0.78488 -5.03452 3.91649 0.00 0.00 0.01
H -1.96757 -4.60500 5.14078 0.00 0.00 0.00
F -4.99628 0.25561 2.24745 0.11 0.07 0.38
P -5.78875 1.49874 1.85005 -0.75 -0.20 0.17
F -5.45625 2.84976 2.42438 0.11 -0.16 -0.17
F -6.32595 1.35496 0.45589 -0.09 0.34 -0.01
F -7.03596 1.22385 2.66491 0.06 -0.03 -0.11
F -3.97624 -0.37679 -0.40919 0.31 0.04 0.35
F -4.11689 1.85100 0.88916 0.30 -0.04 0.12
```
Forces are in eV/Å.

**Lowest unoccupied orbital energy (spin up / spin down)**: -11.30 / -12.48 eV
**Multiplicity**: 4
**Charge**: +3
**E_HOMO (spin up / spin down)**: -17.7 / -18.1 eV

Mulliken atomic charge list, values in e, 4 entries: 1.858, -1.333, 1.816, -1.488


[3]
A 2-piece molecular cluster, C5H16N2O overall at a distorted geometry. Source: the Open Molecules 2025 dataset; level of theory: the ωB97M-V functional and the def2-TZVPD basis.

```
24
Properties=species:S:1:pos:R:3:forces:R:3
C 1.28428 1.39945 1.34429 0.51 0.46 -0.39
C 0.44200 0.14924 1.65225 0.40 0.01 0.08
C -0.91467 0.11384 0.95809 -0.02 0.59 0.24
C -0.77664 0.24915 -0.54520 0.77 -0.29 -1.23
N -2.03738 0.26881 -1.26450 -0.54 0.01 0.61
C -2.38495 -0.68607 -2.30873 -0.27 0.84 -0.07
N 2.25530 1.86604 2.35525 -1.28 -0.10 -0.37
H 1.87391 1.14545 0.46891 0.11 0.21 -0.31
H 0.70422 2.27925 1.04349 -0.48 -0.34 0.12
H 0.99820 -0.73176 1.30649 0.10 0.06 0.39
H 0.35102 0.12004 2.73911 -0.27 -0.37 0.05
H -1.42478 -0.84266 1.05521 0.05 -0.19 0.57
H -1.53455 0.86569 1.46738 -0.16 0.09 -0.58
H -0.20398 1.10785 -0.92540 0.13 0.06 0.72
H -0.14873 -0.62586 -0.83622 -0.47 0.28 -0.12
H -2.79627 0.40702 -0.61390 -0.02 -0.07 -0.12
H -3.31249 -1.20364 -2.05996 0.16 -0.39 0.10
H -2.62857 -0.12227 -3.21992 0.29 -0.29 -0.13
H -1.57401 -1.38181 -2.51720 -0.03 -0.10 0.06
H 1.96514 1.65761 3.30516 0.54 -0.13 -0.24
H 3.17651 1.59616 2.08852 0.50 -0.34 0.60
H 1.44053 -3.49305 -1.86659 0.49 0.28 0.18
H 2.52969 -2.39615 -1.48989 -0.19 -0.49 -0.06
O 1.64568 -2.54905 -1.84313 -0.32 0.22 -0.11
```
Forces are in eV/Å.

**Lowest unoccupied orbital energy**: 0.64 eV
**SMILES**: CNCCCCN.O
**E_HOMO**: -8.0 eV

natural (NBO) atomic charge list, values in e, 4 entries: -0.221, -0.407, -0.406, -0.219


[4]
A single C16H19F2NO4 molecule at a distorted geometry. Source: the Open Molecules 2025 dataset; level of theory: the ωB97M-V functional and the def2-TZVPD basis.

```
42
Properties=species:S:1:pos:R:3:forces:R:3
C -3.72806 -3.83939 0.57704 0.14 0.60 -0.64
C -3.96384 -3.09771 -0.67067 0.12 -0.12 0.54
C -3.14115 -1.75620 -1.03356 0.73 -2.78 0.89
O -2.66764 -1.79781 -2.40987 1.73 1.41 1.08
C -1.45192 -1.03780 -2.58440 -0.60 0.70 -2.23
C -1.59672 0.53027 -2.24371 -0.47 0.47 -0.31
O -1.41778 0.86535 -0.84943 0.87 -0.02 -1.37
C -0.03959 1.17425 -0.52158 1.06 0.88 1.60
C 0.15240 2.70260 0.03215 -0.52 -0.16 -0.64
C 0.28190 2.75059 1.63315 0.51 -0.45 -0.05
C 1.70021 2.29068 2.20711 3.36 -1.29 1.45
C 2.02373 0.76811 2.47750 2.73 2.55 0.88
C 3.41237 0.33815 3.08041 -0.70 3.08 -0.62
C 4.53014 1.35863 3.43791 -3.85 1.24 -1.68
C 4.21996 2.86767 3.16544 -2.33 -2.32 -0.67
C 2.83281 3.32458 2.57021 0.62 -3.34 0.56
N -0.24729 -1.69008 -1.91521 1.06 0.28 -1.75
C -0.31656 -3.18812 -2.08612 -0.13 -1.27 -3.34
O -0.47591 -3.63916 -3.23153 0.60 0.90 5.58
F -0.14914 -3.94625 -0.90574 -0.58 2.21 -3.03
C 1.00297 -1.34141 -2.64909 4.16 -3.17 1.42
O 2.01826 -2.06115 -2.44945 -4.54 3.67 -1.21
F 1.11334 -0.24430 -3.54062 -1.22 -2.24 2.28
H -4.34924 -3.65496 1.53617 -0.28 -1.76 -2.24
H -2.90858 -4.65240 0.63361 0.07 2.77 0.58
H -4.74383 -3.52019 -1.41574 -0.01 2.03 1.82
H -3.82681 -0.85990 -0.82446 0.85 -1.37 -0.37
H -2.25815 -1.73352 -0.27821 -1.35 0.20 -1.20
H -1.22031 -1.09092 -3.72047 -0.83 0.05 1.77
H -0.90859 1.20502 -2.88814 -0.90 -1.46 0.91
H -2.67284 0.82202 -2.56495 1.67 -0.64 0.70
H 0.68573 1.07225 -1.39846 -1.17 -0.29 1.15
H 0.23606 0.49747 0.37912 -0.19 0.83 -1.87
H 1.05117 3.21638 -0.49064 -1.40 -0.95 1.00
H -0.79932 3.26974 -0.31238 1.53 -0.81 0.74
H 0.08815 3.82522 1.98026 0.13 -1.66 -0.32
H -0.50233 2.00300 2.04539 1.14 1.52 -0.48
H 1.25695 -0.06073 2.25323 1.33 1.56 0.43
H 3.59746 -0.77747 3.25525 -0.32 1.87 -0.28
H 5.52521 0.99575 3.89021 -1.85 0.78 -0.87
H 5.01922 3.66109 3.41296 -1.55 -1.42 -0.47
H 2.63754 4.45066 2.41732 0.37 -2.07 0.26
```
Forces are in eV/Å.

**Lowest unoccupied orbital energy**: -1.01 eV
**SMILES**: C=CCO[C@@H](COCCCc1ccccc1)N(C(=O)F)C(=O)F
**E_HOMO**: -7.7 eV

natural (NBO) atomic charge list, values in e, 4 entries: -0.452, -0.164, -0.154, -0.530


[5]
A 2-piece molecular cluster, C7H19BrFN3P overall at a distorted geometry. Source: the Open Molecules 2025 dataset; level of theory: the ωB97M-V functional and the def2-TZVPD basis.

```
32
Properties=species:S:1:pos:R:3:forces:R:3
C 0.66954 0.88641 2.08362 2.37 1.93 4.66
C 1.62234 2.09106 0.35937 1.05 -0.54 1.29
C -2.00227 -0.87930 0.85580 -1.44 -1.73 1.28
C -0.24495 -2.65215 0.46504 1.36 -4.23 2.21
C -0.75367 -0.23237 -2.79027 -2.45 5.56 -1.31
C -1.05223 1.95938 -1.46667 -2.50 -2.25 -2.10
C 1.74432 -0.94124 -0.82599 0.78 1.63 -0.49
N 0.58060 1.07433 0.73783 1.50 -0.70 -3.33
N -0.74820 -1.34166 0.32627 1.37 1.14 -1.23
N -0.51752 0.63984 -1.61943 2.03 -2.74 1.27
F 2.52209 -1.10019 0.23731 0.15 -0.88 1.02
P 0.20306 -0.14556 -0.33424 -0.81 0.50 -0.52
Br 0.97357 -2.50154 3.86996 -0.03 0.00 -0.06
H -0.04685 0.31502 2.52335 -2.25 -2.12 0.75
H 1.68546 0.47320 2.52322 -1.70 1.03 -1.08
H 0.41087 1.91002 2.53506 0.94 -1.24 -0.13
H 1.96193 1.98781 -0.62536 0.72 -0.72 -1.51
H 1.06097 2.95863 0.28962 -0.62 2.27 0.45
H 2.56587 2.22651 1.07113 -2.38 -0.77 -1.27
H -2.89209 -1.60236 0.64598 1.55 1.42 -0.34
H -1.94246 -0.93609 1.97100 -0.15 0.71 -0.68
H -2.10199 0.12913 0.44174 -0.86 -0.16 0.52
H 0.70747 -2.82735 -0.09612 -1.26 0.16 -0.30
H 0.23388 -2.96799 1.51180 -1.22 1.18 -1.15
H -0.98582 -3.56487 0.33551 1.13 2.28 -0.34
H -0.24729 -1.07006 -2.59899 1.31 -3.89 0.33
H -1.90854 -0.27697 -2.90490 2.10 -0.50 -0.30
H -0.21777 0.28754 -3.66520 -1.24 -0.90 0.87
H -2.14861 1.83773 -1.61927 0.42 0.60 0.17
H -0.85008 2.08667 -0.47691 0.25 2.11 2.43
H -0.67188 2.57954 -2.22582 0.66 1.34 -0.45
H 2.39025 -0.40310 -1.53445 -0.76 -0.50 -0.67
```
Forces are in eV/Å.

**Lowest unoccupied orbital energy (spin up / spin down)**: -5.00 / -6.33 eV
**Charge**: +1
**E_HOMO (spin up / spin down)**: -13.2 / -12.9 eV

natural (NBO) atomic charge list, values in e, 4 entries: -0.418, -0.420, -0.414, -0.428


The following energy above the lowest of the compared OMol25 structures with the same formula, charge and spin values (in kcal/mol) correspond, in order, to the records above: 0.0; 60.0; 31.2; 320.1; 70.6.